1.
# C18H42F9O28P4S3Zn2

A molecular structure, C18H42F9O28P4S3Zn2 in a non-equilibrium geometry (wB97M-V/def2-TZVPD, the Open Molecules 2025 dataset).

As for the charge: +1. Its HOMO energy is -11.7 eV. Its molar mass is 1228.37 g/mol. For the HOMO-LUMO gap, the calculation gives 8.05 eV.

Atoms and positions in Å:
1 Zn 2.987 -0.375 2.222
2 Zn -1.536 -2.929 3.422
3 C 2.515 -3.191 5.637
4 F 3.747 -3.023 5.458
5 F 2.248 -4.314 6.273
6 F 2.074 -2.089 6.256
7 S 1.823 -3.162 3.826
8 O 0.373 -2.888 3.915
9 O 2.648 -2.152 3.126
10 O 2.009 -4.555 3.324
11 C -0.996 0.323 -0.153
12 F -1.068 1.403 0.589
13 F -2.135 -0.052 -0.598
14 F -0.095 0.554 -1.113
15 S -0.160 -1.142 0.936
16 O 0.210 -2.247 0.015
17 O 1.022 -0.554 1.552
18 O -1.148 -1.669 1.960
19 C 3.052 4.264 0.956
20 F 1.732 4.210 0.606
21 F 3.854 5.006 0.182
22 F 3.240 4.588 2.312
23 S 3.763 2.404 0.788
24 O 2.895 1.490 1.585
25 O 3.703 2.081 -0.593
26 O 5.065 2.509 1.442
27 C -4.996 -0.662 6.934
28 O -4.127 -1.283 6.084
29 P -2.765 -0.521 5.504
30 O -2.137 -1.440 4.538
31 O -1.823 -0.175 6.797
32 C -1.150 -1.231 7.539
33 O -3.274 0.964 4.991
34 C -3.608 1.261 3.596
35 H -5.313 0.374 6.812
36 H -4.242 -0.583 7.717
37 H -5.832 -1.258 7.302
38 H -1.322 -1.092 8.607
39 H -0.105 -1.003 7.329
40 H -1.457 -2.267 7.399
41 H -4.690 1.381 3.648
42 H -3.344 0.365 3.034
43 H -3.243 2.225 3.240
44 C 2.622 -1.594 -2.590
45 O 3.955 -1.513 -2.207
46 P 4.375 -1.961 -0.638
47 O 3.601 -1.269 0.450
48 O 4.227 -3.618 -0.781
49 C 4.210 -4.421 0.325
50 O 5.984 -1.703 -0.718
51 C 6.676 -0.448 -0.501
52 H 2.816 -1.867 -3.628
53 H 2.154 -0.631 -2.794
54 H 1.899 -2.164 -2.007
55 H 3.655 -4.054 1.188
56 H 5.192 -4.418 0.797
57 H 3.938 -5.453 0.105
58 H 6.987 -0.288 0.531
59 H 5.907 0.320 -0.586
60 H 7.338 -0.086 -1.287
61 C -0.305 0.206 -5.181
62 O -1.700 -0.021 -4.924
63 P -2.932 0.632 -5.832
64 O -3.276 0.079 -7.136
65 O -4.200 0.577 -4.902
66 C -4.131 0.748 -3.475
67 O -2.624 2.167 -5.977
68 C -1.890 2.698 -7.151
69 H -0.018 0.861 -4.358
70 H 0.007 0.744 -6.075
71 H 0.192 -0.754 -5.325
72 H -3.223 1.194 -3.069
73 H -4.259 -0.085 -2.784
74 H -4.980 1.274 -3.038
75 H -1.277 3.573 -6.934
76 H -2.473 3.097 -7.982
77 H -1.234 1.949 -7.594
78 C -3.031 4.716 -3.038
79 O -2.169 5.826 -3.285
80 P -0.547 5.602 -3.445
81 O -0.251 4.971 -4.688
82 O 0.101 7.018 -3.195
83 C 0.135 8.067 -4.110
84 O -0.062 4.816 -2.110
85 C 0.908 3.905 -2.216
86 H -2.700 4.281 -2.095
87 H -2.878 3.891 -3.734
88 H -4.090 4.970 -3.076
89 H -0.636 8.801 -3.874
90 H 0.038 7.852 -5.174
91 H 0.993 8.705 -3.898
92 H 0.898 3.414 -3.189
93 H 0.978 3.131 -1.451
94 H 1.857 4.424 -2.079
95 C -2.707 -4.853 -0.907
96 O -2.386 -4.477 0.406
97 C -1.529 -5.084 1.263
98 O -1.195 -4.520 2.281
99 O -0.923 -6.267 0.791
100 C 0.224 -6.745 1.375
101 H -3.511 -4.218 -1.280
102 H -2.992 -5.875 -1.158
103 H -1.816 -4.865 -1.534
104 H -0.011 -7.166 2.353
105 H 1.089 -6.083 1.402
106 H 0.609 -7.553 0.752

2.
# C21H28Br42O5P

A molecular structure, C21H28Br42O5P in a non-equilibrium geometry (wB97M-V/def2-TZVPD, the Open Molecules 2025 dataset).

As for the charge: -1. Its HOMO energy is -5.2 eV. Its molar mass is 3747.39 g/mol. For the HOMO-LUMO gap, the calculation gives 6.14 eV.

Atoms and positions in Å:
1 C -4.678 2.024 -0.249
2 C -3.895 0.904 -0.982
3 O -4.347 -0.431 -0.584
4 P -3.044 -1.453 -0.373
5 O -3.514 -2.866 -0.247
6 C -2.260 -0.984 1.235
7 C -0.694 -1.082 1.250
8 C 0.028 0.239 0.816
9 O -0.246 1.265 1.488
10 O 0.838 0.310 -0.161
11 O -1.993 -1.416 -1.643
12 C -2.661 -1.388 -2.919
13 C -2.166 -0.080 -3.678
14 H -4.322 3.011 -0.645
15 H -4.483 2.040 0.847
16 H -5.762 1.957 -0.503
17 H -4.091 1.005 -2.081
18 H -2.802 0.958 -0.765
19 H -2.630 -1.718 1.996
20 H -2.619 0.013 1.603
21 H -0.408 -1.231 2.323
22 H -0.310 -1.983 0.711
23 H -3.775 -1.369 -2.829
24 H -2.427 -2.285 -3.546
25 H -1.567 0.515 -2.944
26 H -3.055 0.505 -4.014
27 H -1.576 -0.322 -4.593
28 C 1.964 -0.611 -3.284
29 Br 2.076 -0.845 -5.206
30 Br 1.313 -2.198 -2.404
31 Br 3.638 -0.015 -2.540
32 H 1.238 0.174 -3.101
33 C -1.433 -3.244 5.246
34 Br -0.232 -3.676 3.803
35 Br -0.838 -3.999 6.925
36 Br -1.719 -1.334 5.360
37 H -2.391 -3.696 5.018
38 C -7.413 1.311 2.564
39 Br -5.958 0.197 3.175
40 Br -9.047 0.962 3.539
41 Br -6.944 3.185 2.599
42 H -7.600 1.049 1.528
43 C 4.350 -3.181 0.550
44 Br 5.717 -4.416 1.144
45 Br 2.658 -3.507 1.418
46 Br 4.908 -1.344 0.750
47 H 4.202 -3.358 -0.510
48 C 7.041 -0.151 -5.181
49 Br 6.886 -1.061 -3.486
50 Br 6.143 -1.110 -6.599
51 Br 6.440 1.680 -5.067
52 H 8.095 -0.126 -5.434
53 C 1.628 0.758 7.061
54 Br 0.636 2.153 7.966
55 Br 1.566 -0.912 8.035
56 Br 1.055 0.547 5.233
57 H 2.665 1.071 7.036
58 C 9.084 -0.628 0.659
59 Br 9.734 -0.428 -1.150
60 Br 9.427 -2.399 1.351
61 Br 9.781 0.746 1.828
62 H 8.007 -0.502 0.627
63 C -1.793 4.059 4.887
64 Br -1.145 2.725 3.648
65 Br -2.067 5.771 4.024
66 Br -3.390 3.464 5.810
67 H -1.027 4.202 5.641
68 C -7.233 -2.546 -2.921
69 Br -7.926 -1.446 -1.490
70 Br -5.956 -1.585 -4.008
71 Br -6.499 -4.205 -2.259
72 H -8.069 -2.799 -3.561
73 C 3.734 4.575 -6.737
74 Br 3.839 4.346 -8.655
75 Br 3.096 2.977 -5.857
76 Br 5.415 5.191 -5.996
77 H 3.003 5.353 -6.550
78 C 6.741 -0.168 -10.600
79 Br 8.168 0.075 -9.317
80 Br 5.499 -1.549 -10.054
81 Br 5.836 1.495 -10.988
82 H 7.199 -0.503 -11.522
83 C 4.039 0.373 11.185
84 Br 2.143 0.527 11.518
85 Br 4.554 -1.450 10.800
86 Br 4.623 1.591 9.801
87 H 4.547 0.661 12.098
88 C -8.159 7.030 1.695
89 Br -8.686 6.501 -0.089
90 Br -9.165 6.084 3.052
91 Br -6.251 6.849 1.957
92 H -8.398 8.081 1.798
93 C 1.104 -6.527 -1.303
94 Br -0.341 -5.513 -0.524
95 Br 2.050 -7.569 0.025
96 Br 0.500 -7.622 -2.778
97 H 1.812 -5.812 -1.707

3.
# C3H4N2O

A single C3H4N2O molecule in a non-equilibrium geometry (wB97M-V/def2-TZVPD, the Open Molecules 2025 dataset).

Its HOMO energy is -8.9 eV. Its molar mass is 84.08 g/mol. For the HOMO-LUMO gap, the calculation gives 9.89 eV. The SMILES is Oc1cc[nH]n1.

Atoms and positions in Å:
1 O -1.914 -1.156 0.452
2 C -0.769 -0.466 0.324
3 C 0.542 -0.531 0.843
4 C 1.226 0.361 0.041
5 N 0.363 0.863 -0.864
6 N -0.876 0.413 -0.657
7 H -2.237 -0.723 -0.412
8 H 0.948 -1.129 1.645
9 H 2.260 0.664 0.032
10 H 0.457 1.704 -1.404

- The lowest molar mass belongs to which entry?
  C3H4N2O